Formula: C35H38FN3O3PrSi
Source: OMol25
Level of theory: ωB97M-V/def2-TZVPD

Geometry (Å):
C1 0.29534 1.65573 0.40034
C2 -0.71617 1.86515 -0.60697
C3 -1.91609 2.29240 0.05611
H1 -0.59855 1.70082 -1.69054
C4 -1.64330 2.38135 1.47531
C5 -0.29375 1.98140 1.69172
H2 0.24581 1.88936 2.64203
H3 1.35365 1.32429 0.22620
H4 -2.88219 2.46556 -0.43181
H5 -2.38843 2.52721 2.25523
Pr1 -1.61506 -0.21671 0.96678
C6 -2.14536 -1.62610 -0.65470
H6 -1.48406 -2.37384 -0.18224
H7 -2.02724 -1.86457 -1.72596
H8 -3.17049 -1.58451 -0.25157
Si1 0.36739 -1.61964 -3.40442
C7 2.03721 -1.23951 -4.12852
C8 2.81838 -0.12850 -3.80364
H9 2.58759 0.46554 -2.89424
C9 3.95067 0.13161 -4.55547
H10 4.55441 0.99195 -4.28201
C10 4.36943 -0.78332 -5.52758
H11 5.28246 -0.61575 -6.10374
C11 3.67226 -1.97405 -5.70812
H12 4.01247 -2.75263 -6.37526
C12 2.53315 -2.21387 -4.97494
H13 2.12614 -3.22909 -4.98323
C13 -0.86978 -0.47376 -4.15718
C14 -0.37873 0.21184 -5.27325
H14 0.50677 -0.14412 -5.79127
C15 -0.98250 1.39876 -5.69452
H15 -0.49287 1.98776 -6.47453
C16 -2.13680 1.88096 -5.06236
H16 -2.61495 2.81937 -5.37377
C17 -2.67871 1.14392 -4.00502
H17 -3.55816 1.47700 -3.45242
C18 -2.08982 -0.04821 -3.62099
H18 -2.57233 -0.57464 -2.81173
H19 0.49988 -1.62457 -1.97019
H20 0.22226 -2.80277 -4.19361
F1 -0.84089 2.54614 6.50164
C19 -0.79670 1.17609 6.37832
C20 -1.09742 0.65978 5.15064
C21 -0.68664 -0.67150 4.93065
C22 -0.86384 -1.28289 3.68108
O1 -1.96841 -1.14680 3.01081
C23 0.07488 -2.27668 3.27079
C24 0.42731 -3.14264 4.27488
N1 0.22941 -2.83284 5.60472
C25 0.38351 -3.80727 6.59978
C26 0.11387 -5.26196 6.25826
C27 1.50335 -4.79991 6.39430
C28 -0.10569 -1.50079 5.90946
C29 0.03118 -0.94730 7.18264
C30 -0.34845 0.38835 7.45644
N2 -0.25247 0.92484 8.75032
C31 0.92782 0.62106 9.52092
C32 0.58343 0.53174 10.99365
N3 -0.09963 1.79515 11.33108
C33 -1.32840 2.12049 10.57926
C34 -0.91852 2.15997 9.10895
C35 0.39751 -2.46328 1.80170
O2 0.53764 -3.61123 1.43165
O3 0.46192 -1.34709 1.12134
H21 -1.59438 1.23797 4.36940
H22 0.79910 -4.12829 4.05504
H23 0.16786 -3.47692 7.63064
H24 -0.30437 -5.82934 7.08076
H25 -0.28097 -5.47853 5.26889
H26 2.11579 -4.72987 5.49966
H27 2.00600 -5.10970 7.30044
H28 0.42620 -1.54994 7.99077
H29 1.72241 1.38409 9.39508
H30 1.35693 -0.32787 9.21027
H31 -0.13805 -0.25444 11.21080
H32 1.45230 0.42333 11.64333
H33 -0.32937 1.83841 12.32109
H34 0.54923 2.55200 11.12252
H35 -1.72769 3.09352 10.88039
H36 -2.05590 1.31483 10.77306
H37 -0.25850 3.03424 8.91225
H38 -1.81857 2.25072 8.49981

**HOMO (spin up / spin down)**: -9.19 / -9.15 eV
**2S+1**: 3
**F_max**: 3.49 eV Å⁻¹
**Net charge**: +1
**Electronic energy**: -2652.5062 a.u.
**Energy relative to the best compared isomer or geometry (same formula, charge and spin)**: 0.0 kJ/mol
**E_LUMO (spin up / spin down)**: -3.5 / -3.5 eV

Formula: C35H38GdN12O4S2
Source: OMol25
Level of theory: ωB97M-V/def2-TZVPD

Geometry (Å):
Gd1 1.54869 0.79930 0.37549
S1 5.62859 -1.84156 -0.58932
C1 4.83135 -1.53218 -2.09155
C2 4.00341 -0.45532 -2.04578
C3 3.85969 0.09636 -0.74787
C4 4.74848 -0.44961 0.14011
C5 4.64268 -0.19102 1.53059
C6 5.71100 -0.38814 2.46247
C7 5.49293 -0.06890 3.80738
C8 4.15999 0.17453 4.21929
C9 3.13782 0.22319 3.26455
N1 3.35757 0.05030 1.92598
H1 5.02106 -2.19227 -2.94238
H2 3.50897 -0.15797 -2.99168
H3 6.67770 -0.78002 2.20002
H4 6.35002 0.00347 4.46929
H5 3.89122 0.50919 5.25527
H6 2.08822 0.36330 3.52443
C10 0.32273 -3.79164 -0.58155
C11 0.71230 -2.35404 -0.76685
N2 1.37642 -1.73697 0.15447
O1 1.96820 -2.50584 1.14433
C12 0.29407 -1.41602 -1.84773
C13 -0.47916 -1.84476 -3.11278
N3 0.84333 -0.24743 -1.82937
O2 0.45850 0.57279 -2.89999
H7 0.62753 -4.09069 0.39599
H8 0.82999 -4.51380 -1.24909
H9 -0.70801 -3.92287 -0.75086
H10 2.74252 -2.03264 1.47336
H11 -1.11359 -1.01194 -3.47849
H12 -1.02497 -2.73978 -2.99506
H13 0.18275 -1.82711 -4.00227
C14 3.14321 5.57628 1.33483
N4 2.77789 4.94744 0.02519
C15 2.79965 5.73855 -1.09198
C16 2.60618 5.10156 -2.29221
C17 2.11550 3.69597 -2.26464
N5 1.98368 3.02959 -1.13631
C18 2.37689 3.62793 -0.01420
O3 2.34480 2.96349 1.09558
N6 1.89832 3.14053 -3.46548
H14 2.43350 6.39412 1.64456
H15 4.15027 6.02967 1.15092
H16 3.16210 4.68748 1.98676
H17 3.11389 6.74994 -0.94306
H18 2.51851 5.66945 -3.22180
H19 1.81480 3.71025 -4.29292
H20 1.40675 2.25120 -3.52473
C19 -0.15054 2.05809 4.45460
C20 -0.44597 1.55668 3.08609
N7 -1.72546 1.53758 2.73583
O4 0.45138 1.12186 2.28901
H21 0.84481 1.81500 4.88046
H22 -0.90328 1.56562 5.10997
H23 -0.22425 3.13370 4.36643
H24 -2.50113 1.98728 3.20196
H25 -1.95806 1.31632 1.68081
C21 -3.60273 -3.49427 3.64172
C22 -2.99413 -2.32071 3.24809
N8 -2.73723 -2.04795 1.98826
C23 -2.88433 -2.97882 1.07830
C24 -3.33133 -4.32023 1.40399
C25 -3.78286 -4.55417 2.72420
C26 -3.43375 -5.38865 0.42850
C27 -3.54819 -5.20089 -0.94639
C28 -4.33068 -4.14282 -1.62958
C29 -5.62939 -3.76778 -1.34619
C30 -6.21216 -2.80890 -2.15653
N9 -5.62226 -2.13145 -3.11884
C31 -4.31124 -2.44942 -3.21742
N10 -3.63204 -3.39958 -2.51381
H26 -3.64126 -3.70807 4.69589
H27 -2.91932 -1.45349 3.93443
H28 -2.69162 -2.64403 0.05272
H29 -4.23883 -5.51532 3.02980
H30 -3.41400 -6.36390 0.79411
H31 -2.99525 -5.85875 -1.59537
H32 -6.30340 -4.19665 -0.66270
H33 -7.28172 -2.64860 -2.09005
H34 -3.64237 -1.93904 -3.95641
S2 -1.94596 0.54787 -0.16655
C32 -2.30861 1.96150 -1.17276
N11 -1.88648 2.06796 -2.46503
C33 -2.11507 3.23380 -3.07924
C34 -2.88591 4.27767 -2.59573
C35 -3.31469 4.01906 -1.29090
N12 -2.98450 2.94383 -0.58144
H35 -0.43544 0.92693 -2.69264
H36 -1.81125 3.25303 -4.11266
H37 -2.91431 5.25413 -3.03252
H38 -3.94316 4.74220 -0.81332

**HOMO (spin up / spin down)**: -7.06 / -9.31 eV
**2S+1**: 8
**F_max**: 4.08 eV Å⁻¹
**Net charge**: +1
**Electronic energy**: -3876.0337 a.u.
**Energy relative to the best compared isomer or geometry (same formula, charge and spin)**: 708.7 kJ/mol
**E_LUMO (spin up / spin down)**: -2.8 / -5.0 eV

Formula: C35H38GeO2Si2V
Source: OMol25
Level of theory: ωB97M-V/def2-TZVPD

Geometry (Å):
V1 -0.43376 -0.02399 -1.16761
C1 -0.66344 1.72868 -4.38269
Si1 -0.09880 0.09869 -3.64981
C2 -1.13678 -1.24661 -4.42943
C3 1.66233 -0.20481 -4.13791
C4 2.08423 -0.21751 -5.47823
C5 3.41235 -0.42600 -5.80560
C6 4.34346 -0.63763 -4.78917
C7 3.93654 -0.62043 -3.46602
C8 2.59424 -0.39399 -3.11362
Si2 2.09218 -0.08902 -1.31180
C9 2.88402 -1.44529 -0.30170
C10 2.96025 1.53042 -0.97255
H1 -1.15222 1.57560 -5.35047
H2 0.19414 2.38887 -4.53476
H3 -1.37005 2.24617 -3.72904
H4 -2.20778 -1.03815 -4.32338
H5 -0.92860 -2.22164 -3.98185
H6 -0.91431 -1.30816 -5.49951
H7 1.36541 -0.06522 -6.27999
H8 3.72749 -0.42339 -6.84237
H9 5.38561 -0.80342 -5.03649
H10 4.68150 -0.77953 -2.68984
H11 3.49862 -1.01418 0.49290
H12 3.51973 -2.05209 -0.95229
H13 2.16738 -2.11186 0.17764
H14 3.96990 1.46937 -1.39100
H15 3.03866 1.75121 0.09168
H16 2.45246 2.36287 -1.46670
C11 -3.35130 -2.85827 -1.32838
C12 -2.81091 -1.49248 -1.10377
O1 -1.52666 -1.43838 -1.25592
C13 -3.56865 -0.36295 -0.75098
C14 -4.95697 -0.53747 -0.41625
C15 -5.70162 0.47474 0.08200
C16 -5.09975 1.74926 0.26519
C17 -3.81010 1.98301 -0.08539
C18 -3.00539 0.95064 -0.62284
O2 -1.78396 1.25752 -0.96896
H17 -3.50707 -2.98246 -2.40401
H18 -4.28293 -3.05387 -0.81203
H19 -2.60200 -3.58247 -1.01743
H20 -5.41723 -1.50444 -0.54400
H21 -6.73597 0.31163 0.34976
H22 -5.68252 2.55702 0.69120
H23 -3.35035 2.95399 0.03780
C19 0.37639 3.00860 0.84412
Ge1 0.32730 1.08376 1.08975
C20 -1.23724 0.79342 2.27832
C21 -1.44556 1.67325 3.34481
C22 -2.47657 1.48174 4.25763
C23 -3.33200 0.39371 4.12809
C24 -3.13721 -0.50558 3.08813
C25 -2.09643 -0.30115 2.18775
C26 1.77394 0.68386 2.36342
C27 2.68277 1.66165 2.68005
C28 3.69650 1.46207 3.65482
C29 3.77584 0.28043 4.32248
C30 2.84828 -0.76148 4.05093
C31 2.90393 -1.99266 4.75748
C32 2.00834 -2.98726 4.50465
C33 1.00763 -2.79885 3.51892
C34 0.93936 -1.62523 2.82961
C35 1.85329 -0.56266 3.06886
H24 0.48745 3.51001 1.80683
H25 -0.56282 3.32544 0.38831
H26 1.19494 3.31197 0.19314
H27 -0.79016 2.52831 3.47344
H28 -2.60621 2.17927 5.07655
H29 -4.13321 0.24049 4.84068
H30 -3.78611 -1.36771 2.98401
H31 -1.94143 -1.04121 1.40928
H32 2.65026 2.62029 2.17485
H33 4.40135 2.25759 3.86402
H34 4.54019 0.12068 5.07460
H35 3.67424 -2.12337 5.50927
H36 2.05840 -3.91691 5.05688
H37 0.29917 -3.59156 3.31181
H38 0.17404 -1.49486 2.07211

**HOMO (spin up / spin down)**: -7.54 / -7.36 eV
**2S+1**: 2
**F_max**: 2.08 eV Å⁻¹
**Electronic energy**: -5106.9057 a.u.
**Energy relative to the best compared isomer or geometry (same formula, charge and spin)**: 74.3 kJ/mol
**E_LUMO (spin up / spin down)**: -1.1 / -1.4 eV

Formula: C35H38N5O6PSSe2Sr
Source: OMol25
Level of theory: ωB97M-V/def2-TZVPD

Geometry (Å):
Sr1 1.39609 1.99228 -0.53763
N1 3.80796 -1.62820 1.39350
C1 4.03241 -0.18596 1.40534
C2 2.75782 0.66142 1.27493
O1 1.68829 0.07304 0.96856
N2 2.78362 1.98313 1.40529
C3 4.02575 2.66383 1.05101
C4 4.52321 2.34277 -0.38441
O2 5.73580 2.28100 -0.57147
O3 3.61700 2.13528 -1.28923
H1 3.31713 -1.85598 0.53328
H2 3.12504 -1.84686 2.11314
H3 4.71470 0.07107 0.59339
H4 4.54891 0.09964 2.32471
H5 4.86672 2.46917 1.72406
H6 3.82573 3.73889 1.08374
O4 -3.55970 4.97114 -3.26277
C5 -2.19625 5.14624 -2.82782
C6 -1.38729 3.85714 -2.95028
C7 -1.43077 3.42308 -4.42673
O5 -0.46830 2.45239 -4.79496
C8 -2.02995 2.80145 -2.03262
Se1 -1.17087 1.02223 -1.95597
C9 0.06840 4.20110 -2.56447
Se2 0.35921 4.80638 -0.69188
H7 -4.12534 5.38559 -2.60972
H8 -2.15442 5.47282 -1.78712
H9 -1.72625 5.92040 -3.44660
H10 -1.23578 4.29859 -5.05613
H11 -2.44545 3.07269 -4.65260
H12 -0.50015 1.76226 -4.10294
H13 -3.06043 2.64109 -2.34656
H14 -2.04041 3.21030 -1.02028
H15 0.42583 4.98652 -3.23454
H16 0.68428 3.33441 -2.80323
O6 0.48873 3.20999 2.86891
N3 -0.43944 2.15173 2.86933
C10 -1.22081 2.19854 1.86881
C11 -2.25506 1.16829 1.66876
C12 -3.41671 1.58980 1.02323
C13 -4.45883 0.71831 0.77717
C14 -4.34262 -0.60712 1.17022
C15 -3.18343 -1.03407 1.79557
C16 -2.11788 -0.16848 2.04998
P1 -0.58348 -0.84243 2.85956
C17 -1.45175 -1.47059 4.37698
C18 -1.59184 -0.53445 5.40554
C19 -2.24091 -0.86057 6.58744
C20 -2.74655 -2.14130 6.77516
C21 -2.60208 -3.08428 5.76697
C22 -1.96510 -2.75024 4.57772
C23 -0.35274 -2.36343 1.85197
C24 0.31979 -3.45461 2.40582
C25 0.67874 -4.54490 1.62426
C26 0.38379 -4.55392 0.26419
C27 -0.26347 -3.46507 -0.30204
C28 -0.62429 -2.37639 0.48179
H17 1.28683 2.83390 2.43345
H18 -1.14786 3.01612 1.14556
H19 -3.48007 2.62008 0.69305
H20 -5.34599 1.06419 0.26084
H21 -5.14244 -1.31067 0.97142
H22 -3.09063 -2.07681 2.07713
H23 -1.18679 0.46254 5.25936
H24 -2.34583 -0.11581 7.36748
H25 -3.24599 -2.40246 7.70040
H26 -2.99266 -4.08647 5.90236
H27 -1.86666 -3.49754 3.79927
H28 0.57522 -3.44646 3.46058
H29 1.20307 -5.37960 2.07406
H30 0.67395 -5.39561 -0.35342
H31 -0.48029 -3.44858 -1.36827
H32 -1.09431 -1.51894 0.01334
N4 4.40504 -0.41581 -2.34727
C29 3.51604 -1.31365 -2.79776
N5 2.29907 -1.03345 -3.13007
C30 1.63002 -2.16147 -3.57188
C31 0.29985 -2.19613 -3.98352
C32 -0.24687 -3.40051 -4.39578
C33 0.50759 -4.57541 -4.40868
C34 1.83348 -4.55900 -3.99801
C35 2.37741 -3.35250 -3.58359
S1 3.97978 -3.02198 -2.98178
H33 4.08691 0.55666 -2.18104
H34 5.29717 -0.69573 -1.98838
H35 -0.28645 -1.28877 -3.93464
H36 -1.28504 -3.43114 -4.70347
H37 0.05610 -5.50653 -4.72914
H38 2.42374 -5.46755 -3.98988

**HOMO**: -1.97 eV
**2S+1**: 1
**F_max**: 2.28 eV Å⁻¹
**Net charge**: -2
**Electronic energy**: -7655.0659 a.u.
**Energy relative to the best compared isomer or geometry (same formula, charge and spin)**: 51.5 kJ/mol
**E_LUMO**: 3.9 eV

Formula: C35H39AsMgNO3SbTe
Source: OMol25
Level of theory: ωB97M-V/def2-TZVPD

Geometry (Å):
Mg1 -0.26000 -0.02574 1.04621
N1 4.19433 -0.75093 1.53398
C1 3.12527 -1.50298 2.25474
C2 1.85710 -0.70599 2.02322
O1 0.77128 -1.19706 2.36191
O2 1.96608 0.39286 1.45104
H1 4.50013 -1.22625 0.66867
H2 5.01902 -0.56825 2.11327
H3 3.74080 0.16069 1.24339
H4 3.35605 -1.58084 3.31765
H5 3.03928 -2.50444 1.83599
Te1 -1.64066 2.35205 0.72151
C3 -0.75658 3.95231 1.75116
C4 -1.21286 5.23607 1.47934
C5 -0.68296 6.30679 2.18406
C6 0.29226 6.09429 3.14438
C7 0.74963 4.81154 3.40619
C8 0.22859 3.73210 2.70790
C9 -3.16090 1.87932 2.10829
C10 -4.48756 2.07889 1.75502
C11 -5.48899 1.79223 2.67371
C12 -5.16412 1.31442 3.93199
C13 -3.83479 1.11462 4.28104
C14 -2.82897 1.39385 3.36881
H6 -1.97810 5.40766 0.73324
H7 -1.03670 7.30619 1.98219
H8 0.70012 6.93184 3.69024
H9 1.50984 4.64987 4.15595
H10 0.59485 2.72857 2.90940
H11 -4.74804 2.46649 0.77819
H12 -6.52239 1.95571 2.40554
H13 -5.94533 1.10031 4.64518
H14 -3.58063 0.75028 5.26591
H15 -1.79248 1.25354 3.65800
C15 -4.58035 -1.62094 1.60947
Sb1 -2.49023 -1.86946 1.34425
C16 -2.16674 -3.29419 2.88882
C17 -2.53691 -3.20928 -0.31197
H16 -5.04056 -2.60039 1.55631
H17 -4.99385 -0.98035 0.83847
H18 -4.77802 -1.17438 2.57744
H19 -2.79698 -4.16110 2.69772
H20 -2.42894 -2.86578 3.85129
H21 -1.12222 -3.59357 2.90972
H22 -3.33624 -3.93077 -0.15720
H23 -1.58561 -3.73609 -0.38158
H24 -2.70628 -2.67388 -1.24251
O3 0.22338 -0.69781 -0.67762
As1 1.10326 -0.83338 -2.08241
C18 0.66344 0.53851 -3.32055
C19 -0.55824 1.19173 -3.20653
C20 -0.89319 2.17056 -4.13126
C21 -0.01460 2.48314 -5.15724
C22 1.20407 1.82591 -5.26807
C23 1.55120 0.85113 -4.34686
C24 2.95448 -0.60818 -1.59462
C25 3.79766 -1.69458 -1.38692
C26 5.11211 -1.48403 -0.98089
C27 5.58780 -0.19066 -0.80473
C28 4.74713 0.89620 -1.01751
C29 3.43062 0.68829 -1.40399
C30 0.83172 -2.55624 -2.84198
C31 1.04224 -3.69180 -2.06233
C32 0.83307 -4.94780 -2.60806
C33 0.40623 -5.06722 -3.92477
C34 0.18847 -3.93783 -4.69484
C35 0.40071 -2.67485 -4.15772
H25 -1.24890 0.93261 -2.40298
H26 -1.83961 2.68569 -4.05258
H27 -0.27987 3.24250 -5.87817
H28 1.88228 2.07558 -6.06908
H29 2.50768 0.34403 -4.43357
H30 3.44888 -2.70863 -1.55351
H31 5.77187 -2.32716 -0.84170
H32 6.62066 -0.02877 -0.52871
H33 5.12143 1.90376 -0.90391
H34 2.77995 1.54270 -1.57130
H35 1.35342 -3.60237 -1.02411
H36 0.99753 -5.83149 -2.00928
H37 0.23876 -6.04755 -4.34751
H38 -0.14990 -4.03537 -5.71552
H39 0.22458 -1.79643 -4.76672

**HOMO**: -13.37 eV
**2S+1**: 1
**F_max**: 1.14 eV Å⁻¹
**Net charge**: +2
**Electronic energy**: -4581.3059 a.u.
**Energy relative to the best compared isomer or geometry (same formula, charge and spin)**: 35.2 kJ/mol
**E_LUMO**: -5.0 eV

The lowest energy relative to the best compared isomer or geometry (same formula, charge and spin) belongs to which entry? C35H38FN3O3PrSi

What is the formula in the fifth record? C35H39AsMgNO3SbTe

What is the electronic energy in the fifth record? -4581.3059 a.u.